Density functional theory data (wB97M-V/def2-TZVPD) for C4H6N2 in the gas phase.

Structure (XYZ):
```
12
Properties=species:S:1:pos:R:3:forces:R:3:nbo_charge:R:1
N 0.300 1.373 0.872 0.1402 0.1530 0.0256 -0.778
C 0.104 0.406 -0.144 0.0923 0.0760 -0.0981 0.000
C -1.261 0.244 -0.763 -0.0084 0.1605 -0.1304 -0.438
C -0.932 -0.897 0.140 -0.4269 -0.0881 -0.1142 -0.392
C 1.067 -0.544 -0.277 -0.0782 -0.4932 0.5053 0.456
N 1.833 -1.419 0.113 -0.3412 0.4378 -0.3667 -0.586
H 1.008 1.077 1.536 -0.1142 0.0922 -0.0191 0.373
H 0.566 2.267 0.477 -0.0728 -0.0057 0.0592 0.375
H -1.346 0.139 -1.844 0.1299 0.0117 0.1064 0.209
H -1.926 0.993 -0.334 0.0991 -0.0405 -0.1654 0.228
H 1.205 -1.932 0.767 0.6876 -0.3996 -0.0337 0.392
H -0.616 -1.707 -0.543 -0.1074 0.0960 0.2312 0.161
```
Forces are in eV/Å.

## Properties
ΔE to the lowest compared entry with this formula, charge and spin ... 131.8 kcal/mol
HOMO level ... -8.14 eV
Net charge ... 0
LUMO energy ... 0.40 eV

Density functional theory data (wB97M-V/def2-TZVPD) for C6H12O in the gas phase.

Structure (XYZ):
```
19
Properties=species:S:1:pos:R:3:forces:R:3:nbo_charge:R:1
C -2.497 -0.912 0.408 0.1165 0.0420 0.0372 -0.609
C -1.246 -0.862 -0.505 0.1987 0.0077 -0.0058 -0.395
C -0.079 0.042 0.068 0.0700 0.1379 0.1352 -0.340
C -0.274 1.448 -0.476 0.2084 0.3582 0.1131 0.448
O 0.461 2.376 -0.241 -0.4626 -0.1603 -0.0740 -0.522
C 1.465 -0.347 -0.018 -0.1278 -0.1729 -0.0616 -0.380
C 2.587 0.708 0.268 -0.1314 -0.0803 -0.0082 -0.602
H -3.337 -1.426 -0.082 0.3367 0.0993 -0.0062 0.214
H -2.304 -1.449 1.344 0.1044 0.1213 -0.1294 0.206
H -2.865 0.088 0.675 0.2027 -0.1049 -0.0877 0.203
H -0.950 -1.895 -0.726 0.2823 0.2116 0.1683 0.213
H -1.592 -0.456 -1.470 0.3546 -0.0451 0.1612 0.198
H -0.280 0.106 1.145 0.0390 0.2296 -0.0532 0.227
H -1.153 1.601 -1.142 0.0522 -0.0541 0.0648 0.101
H 1.701 -0.778 -0.998 -0.2454 -0.0230 0.0661 0.201
H 1.626 -1.141 0.720 -0.1703 -0.0679 -0.2145 0.204
H 3.546 0.173 0.351 -0.3422 -0.0397 -0.0462 0.202
H 2.466 1.271 1.201 -0.2297 -0.2273 -0.1544 0.213
H 2.722 1.453 -0.522 -0.2561 -0.2320 0.0954 0.217
```
Forces are in eV/Å.

## Properties
ΔE to the lowest compared entry with this formula, charge and spin ... 23.3 kcal/mol
SMILES string ... CCC(C=O)CC
HOMO level ... -9.56 eV
Net charge ... 0
LUMO energy ... 0.97 eV

Density functional theory data (wB97M-V/def2-TZVPD) for 5 unconnected molecules or ions with the total composition C9H28O9 in a non-equilibrium geometry.

Structure (XYZ):
```
46
Properties=species:S:1:pos:R:3:forces:R:3:nbo_charge:R:1
O -3.218 -4.428 -0.984 0.6271 0.8678 0.3850 -0.746
C -3.000 -3.445 -2.036 0.5490 -0.3688 0.2355 -0.095
C -2.159 -2.207 -1.515 -1.5299 -1.1735 -0.2285 -0.096
O -3.033 -1.260 -0.921 0.1227 -0.3694 0.4478 -0.712
H -3.850 -5.075 -1.308 -0.0131 0.0557 -0.0526 0.471
H -2.430 -3.972 -2.802 -0.0263 0.2607 -0.4153 0.164
H -4.013 -3.214 -2.365 0.3289 0.7509 -0.5123 0.176
H -1.625 -1.620 -2.263 0.0346 -0.6495 -0.3348 0.185
H -1.477 -2.649 -0.789 0.3702 0.2639 0.0829 0.189
H -3.423 -1.780 -0.214 -0.4701 0.3542 0.3969 0.467
O 0.885 -1.284 0.557 -0.0502 -0.7130 0.2011 -0.765
C 0.422 -0.149 1.260 -1.0416 -0.9874 -0.6692 -0.091
C -0.462 0.699 0.312 0.1274 0.4226 2.2651 -0.100
O 0.233 1.218 -0.772 0.4170 0.7493 -0.7885 -0.737
H 1.534 -1.059 -0.114 0.3723 0.4649 -0.0865 0.488
H -0.199 -0.593 2.039 -0.4012 0.2408 0.0873 0.173
H 1.219 0.338 1.821 0.1696 0.6368 -0.5368 0.173
H -0.769 1.554 0.914 0.1137 0.4315 0.0375 0.160
H -1.432 0.255 0.088 0.3424 -0.7090 -0.4431 0.196
H 0.439 0.579 -1.458 -0.1380 -0.3426 0.1999 0.479
O -2.290 6.338 -0.668 0.2730 -0.5921 0.1305 -0.717
C -2.266 4.960 -0.299 -0.5134 0.1420 1.7211 -0.093
C -1.268 4.620 0.941 -2.2871 -0.0408 -2.6991 -0.082
O -0.001 4.529 0.375 1.2233 0.2320 0.4659 -0.726
H -1.399 6.553 -0.953 0.1648 0.1529 -0.0645 0.467
H -3.299 4.701 -0.066 -0.1517 0.2825 0.5882 0.167
H -2.124 4.312 -1.164 0.9574 -0.0953 -0.0803 0.160
H -1.613 3.664 1.336 0.0540 -0.1265 0.2847 0.154
H -1.326 5.376 1.724 0.1846 0.1002 -0.2600 0.188
H 0.059 3.687 -0.082 0.1282 -0.1745 -0.1480 0.482
O 2.794 -1.102 -1.386 -0.2469 -1.2021 -0.5865 -0.770
C 2.907 -2.573 -1.553 0.4865 0.6497 0.1640 -0.101
C 2.841 -2.952 -3.010 0.8717 0.3878 -0.7124 -0.102
O 3.982 -2.356 -3.695 -1.1487 -0.2459 0.2766 -0.717
H 3.661 -0.699 -1.298 0.1217 -0.1794 0.0707 0.489
H 3.888 -2.886 -1.195 -0.1410 -0.0381 0.3545 0.186
H 2.098 -3.009 -0.968 0.0993 0.0027 0.0273 0.204
H 1.859 -2.690 -3.403 0.0756 0.5291 -0.4127 0.168
H 2.962 -4.006 -3.258 -0.0395 -0.1589 0.7396 0.200
H 3.891 -1.406 -3.596 -0.0090 0.2087 -0.1100 0.463
C 1.660 0.160 5.334 1.5226 0.8538 1.8743 -0.254
O 2.155 1.498 5.080 -0.8034 -0.3250 -1.1463 -0.733
H 1.411 -0.455 4.469 -0.0113 0.7230 -0.1514 0.193
H 2.506 -0.273 5.868 -0.0655 -0.9676 -0.1906 0.164
H 0.884 0.198 6.098 -0.5731 -0.1287 -0.4490 0.165
H 2.387 1.903 5.919 -0.0766 -0.1755 0.0422 0.465
```
Forces are in eV/Å.

## Properties
ΔE to the lowest compared entry with this formula, charge and spin ... 35.6 kcal/mol
SMILES string ... OCCO.OCCO.OCCO.OCCO.CO
HOMO level ... -9.42 eV
Net charge ... 0
LUMO energy ... 0.39 eV

Density functional theory data (wB97M-V/def2-TZVPD) for 2 unconnected molecules or ions with the total composition C2H4NO2S in a non-equilibrium geometry.

Structure (XYZ):
```
10
Properties=species:S:1:pos:R:3:forces:R:3:nbo_charge:R:1
C -1.652 0.176 -0.690 -0.9345 -3.3275 0.6711 -0.321
C -2.107 0.413 0.516 0.3839 0.7555 0.5600 -0.437
N 1.344 -0.366 0.061 -5.2638 0.8799 -0.4579 -1.124
O 3.681 0.782 0.365 -1.1046 -0.4874 -0.3311 -0.976
O 3.512 -1.653 0.117 -0.9160 2.3786 -0.0799 -1.011
S 2.725 -0.334 0.142 7.3906 -2.8120 0.8441 2.117
H -1.543 -0.881 -0.953 0.4836 0.3742 -0.1423 0.181
H -1.600 0.831 -1.472 0.4626 1.9313 -1.6171 0.173
H -2.225 1.515 0.712 -0.2563 -1.4649 0.8528 0.191
H -2.136 -0.485 1.202 -0.2456 1.7724 -0.2997 0.209
```
Forces are in eV/Å.

## Properties
ΔE to the lowest compared entry with this formula, charge and spin ... 78.4 kcal/mol
HOMO level ... -4.19 eV
Net charge ... -1
LUMO energy ... 4.04 eV